1.
This record from the Open Molecules 2025 dataset describes C32H29GeInN2O2PS as an isolated structure. The level of theory is the ωB97M-V functional and the def2-TZVPD basis.

The value obtained for the molecular weight is 724.07 g mol⁻¹. Its net charge is +3. For the HOMO energy, the calculation gives -14.434 eV. As for the lowest unoccupied orbital energy: -0.332 Ha. The calculation puts the relative energy (zero: lowest compared OMol25 entry of this formula, charge and spin) at 0.00 kcal/mol. As for the electronic energy: -4502.49015 Eh.

Geometry as XYZ:
```
69
Properties=species:S:1:pos:R:3:forces:R:3:nbo_charge:R:1
In -0.2266 -1.0904 1.3600 0.045 0.085 -0.056 0.936
O 1.9207 0.6712 0.4753 -0.303 0.047 -0.082 -0.575
C 2.1207 1.7001 -0.0924 0.485 -0.120 0.105 0.821
O 1.1773 2.6031 -0.4970 -0.004 0.056 -0.068 -0.698
C 3.4035 2.3745 -0.5685 0.076 -0.017 -0.036 -0.853
P 2.2816 3.6107 -1.2795 -0.382 -0.025 0.061 1.853
C 2.1647 5.2046 -0.5774 0.024 0.041 -0.017 -0.442
C 1.7110 5.3776 0.7374 0.042 -0.033 0.024 -0.178
C 1.6938 6.6472 1.2794 0.025 0.008 0.001 -0.193
C 2.1309 7.7322 0.5242 -0.013 0.009 0.007 -0.112
C 2.5788 7.5617 -0.7793 0.006 -0.008 0.010 -0.193
C 2.5994 6.2972 -1.3401 0.016 -0.001 -0.004 -0.168
C 2.0708 3.5705 -3.0133 0.099 0.003 -0.047 -0.439
C 2.9252 2.8220 -3.8315 0.009 -0.022 -0.004 -0.173
C 2.7065 2.7981 -5.1971 -0.009 0.020 0.003 -0.196
C 1.6483 3.5167 -5.7401 0.008 0.007 -0.016 -0.115
C 0.7981 4.2619 -4.9290 0.020 0.013 -0.002 -0.192
C 1.0051 4.2987 -3.5638 0.012 0.030 0.013 -0.173
H 4.0136 1.7721 -1.2368 -0.024 -0.013 -0.013 0.299
H 4.0202 2.7488 0.2489 -0.033 0.016 0.020 0.313
H 1.3656 4.5345 1.3219 -0.008 0.000 -0.007 0.227
H 1.3446 6.7984 2.2913 -0.012 -0.003 -0.004 0.248
H 2.1197 8.7225 0.9599 -0.006 0.001 -0.007 0.251
H 2.9109 8.4128 -1.3572 0.007 -0.002 0.002 0.254
H 2.9535 6.1610 -2.3542 -0.017 0.001 -0.004 0.240
H 3.7706 2.2853 -3.4213 -0.020 -0.016 0.015 0.223
H 3.3650 2.2302 -5.8393 0.014 0.019 -0.002 0.251
H 1.4919 3.5084 -6.8107 -0.011 -0.016 0.003 0.251
H -0.0142 4.8257 -5.3663 -0.009 -0.011 0.003 0.252
H 0.3537 4.8908 -2.9324 0.004 -0.003 0.003 0.239
Ge -4.4562 -2.0827 1.0316 -0.663 -0.235 0.272 1.541
C -3.4688 -3.6341 1.4211 0.291 0.088 -0.119 -0.498
C -3.7616 -4.7651 0.6445 0.033 0.011 -0.039 -0.184
C -3.1735 -5.9833 0.9485 0.035 0.021 -0.021 -0.199
C -2.2810 -6.0717 2.0080 0.014 -0.020 0.022 -0.126
C -1.9708 -4.9508 2.7784 0.010 -0.016 -0.049 -0.198
C -2.5572 -3.7356 2.4860 -0.084 0.022 0.105 -0.228
C -4.8091 -0.5863 2.0929 0.147 0.123 -0.061 -0.587
C -4.0920 -0.2337 3.2485 -0.023 -0.115 0.074 -0.107
C -4.5608 0.7740 4.0637 -0.018 0.014 -0.021 -0.222
C -5.7414 1.4403 3.7339 0.002 0.008 0.026 -0.108
C -6.4509 1.1125 2.5874 0.009 -0.011 -0.012 -0.199
C -5.9827 0.1092 1.7562 -0.008 0.025 -0.011 -0.151
H -5.4005 -2.2315 -0.1547 0.113 0.031 -0.105 -0.114
H -4.4568 -4.7025 -0.1847 -0.008 0.004 0.009 0.239
H -3.4133 -6.8606 0.3635 -0.007 -0.003 0.003 0.255
H -1.8289 -7.0253 2.2481 -0.004 -0.002 0.001 0.251
H -1.2915 -5.0423 3.6152 0.004 0.005 0.002 0.244
H -2.3459 -2.8791 3.1161 -0.030 -0.010 0.013 0.214
H -3.1924 -0.7675 3.5289 0.000 0.006 -0.012 0.199
H -4.0284 1.0347 4.9681 0.007 0.009 -0.006 0.244
H -6.1129 2.2192 4.3868 0.002 0.000 -0.002 0.248
H -7.3688 1.6303 2.3462 0.008 0.011 -0.006 0.253
H -6.5414 -0.1439 0.8626 0.011 -0.007 -0.002 0.236
N 4.4827 -6.4025 -0.5624 -0.010 -0.085 -0.038 -0.739
C 3.1488 -6.4305 -0.6819 0.031 0.189 0.081 0.040
S 2.3240 -7.7327 -1.2229 -0.010 -0.058 -0.004 -0.013
C 2.4276 -5.1668 -0.2693 -0.034 -0.071 -0.031 0.002
C 1.0449 -5.0968 -0.4343 0.014 -0.001 -0.009 -0.196
C 0.3667 -3.9659 -0.0495 -0.053 0.052 0.022 0.038
N 0.9811 -2.8971 0.4837 0.209 0.039 0.057 -0.674
C 2.3098 -2.9501 0.6431 0.002 -0.100 -0.048 0.047
C 3.0594 -4.0540 0.2841 0.005 -0.014 0.010 -0.223
H 4.9983 -7.2298 -0.8202 0.008 0.005 0.002 0.434
H 5.0089 -5.6062 -0.2540 -0.004 0.011 -0.004 0.394
H 0.5240 -5.9440 -0.8589 -0.003 0.004 -0.009 0.277
H -0.7107 -3.9032 -0.1636 -0.006 0.000 0.012 0.206
H 2.7924 -2.0804 1.0747 -0.031 0.015 0.002 0.214
H 4.1236 -4.0121 0.4639 0.000 -0.012 0.000 0.232
```
Forces are in eV/Å.

=====

2.
This record from the Open Molecules 2025 dataset describes C32H29N4O6S4Sr as an isolated structure. The level of theory is the ωB97M-V functional and the def2-TZVPD basis.

The value obtained for the molecular weight is 781.49 g mol⁻¹. Its net charge is -1. For the HOMO energy, the calculation gives -4.306 eV. As for the lowest unoccupied orbital energy: 0.069 Ha. The calculation puts the relative energy (zero: lowest compared OMol25 entry of this formula, charge and spin) at 6.97 kcal/mol. As for the electronic energy: -3530.99290 Eh.

Geometry as XYZ:
```
76
Properties=species:S:1:pos:R:3:forces:R:3:mulliken_charge:R:1
Sr -0.1817 -0.2359 0.0091 0.673 0.478 -0.192 1.879
C 3.6173 2.6985 -1.2800 -0.021 -0.024 -0.098 -1.922
C 2.8500 1.6629 -0.4877 0.105 -0.015 0.299 0.072
N 2.0629 0.8450 -1.1107 0.149 0.227 -0.021 1.372
N 2.2821 0.8389 -2.4988 -0.236 -0.064 0.450 -0.845
C 1.2704 0.6336 -3.2646 -0.269 -0.140 -0.451 0.083
S -0.4258 0.6316 -3.0136 0.307 0.011 0.280 -0.422
S 1.7498 0.2591 -4.9659 -0.003 0.102 0.015 -0.180
C 3.2326 -0.7439 -4.6472 0.166 -0.016 0.009 -1.197
C 2.8692 -2.0398 -3.9818 -0.013 -0.043 0.103 0.307
C 2.9125 -2.1489 -2.5927 0.066 0.045 0.002 -0.137
C 2.4727 -3.3009 -1.9592 -0.045 -0.058 -0.043 -0.458
C 2.0073 -4.3731 -2.7063 -0.010 0.005 0.019 -0.427
C 1.9822 -4.2819 -4.0912 -0.013 -0.062 0.037 -0.475
C 2.4016 -3.1211 -4.7206 0.009 -0.006 -0.058 -0.459
C 3.1147 1.5999 0.9835 -0.053 -0.024 -0.081 0.962
C 4.1427 2.4029 1.5024 -0.048 0.008 -0.034 -0.976
C 4.5519 2.3699 2.8221 0.060 0.072 -0.037 -1.074
C 3.9266 1.4834 3.6934 -0.055 -0.083 0.183 -0.342
C 2.9212 0.6641 3.2417 -0.041 0.076 -0.109 -0.741
C 2.4689 0.6863 1.8910 0.204 -0.091 -0.240 -0.355
O 1.5162 -0.0925 1.5452 0.357 0.057 0.272 -0.146
H 3.0954 2.9054 -2.2095 0.016 -0.003 0.018 0.456
H 4.6136 2.3349 -1.5432 0.020 -0.010 0.023 0.268
H 3.7283 3.6225 -0.7199 -0.023 0.047 0.009 0.584
H 3.9137 -0.1699 -4.0230 0.000 0.045 -0.036 0.349
H 3.7037 -0.9098 -5.6188 -0.081 -0.004 -0.007 0.534
H 3.2549 -1.3017 -2.0109 0.004 -0.108 -0.013 0.434
H 2.4609 -3.3503 -0.8780 0.038 -0.007 0.028 0.398
H 1.6461 -5.2640 -2.2090 -0.020 0.000 -0.004 0.354
H 1.6115 -5.1110 -4.6821 0.002 0.001 0.003 0.358
H 2.3412 -3.0448 -5.8010 0.009 0.029 -0.003 0.349
H 4.6705 3.0729 0.8414 0.027 0.028 -0.001 0.268
H 5.3567 3.0093 3.1605 0.006 0.010 -0.009 0.366
H 4.2349 1.4294 4.7328 0.010 0.012 -0.008 0.401
H 2.4191 -0.0402 3.8942 0.018 -0.009 0.025 0.394
O -3.5221 3.1369 -0.8547 0.065 0.109 -0.023 -0.518
C -2.6842 2.1063 -0.6320 -0.263 -0.192 -0.122 -0.146
O -1.5034 2.2687 -0.4588 -0.223 -0.201 0.221 -0.311
C -3.4043 0.7777 -0.6473 -0.230 0.186 -0.047 0.124
C -4.7769 0.6504 -0.7950 0.130 0.050 0.020 -0.764
C -5.3002 -0.6388 -0.7799 -0.063 -0.032 -0.008 -0.446
C -4.4622 -1.7294 -0.6402 0.066 -0.104 0.007 -0.635
C -3.0860 -1.5179 -0.5316 -0.333 -0.139 -0.060 0.318
N -2.6188 -0.2789 -0.5277 0.274 -0.170 0.048 0.848
C -2.0849 -2.7260 -0.4236 -0.637 0.143 -0.114 -0.141
O -2.6173 -3.8132 -0.2029 -0.042 0.007 0.049 -0.804
O -0.8760 -2.4396 -0.5852 0.016 -0.119 0.057 -0.580
H -2.9703 3.9354 -0.8782 -0.055 -0.116 0.015 0.396
H -5.4109 1.5157 -0.9177 0.023 0.027 0.010 0.549
H -6.3692 -0.7796 -0.8842 0.007 -0.024 0.002 0.418
H -4.8200 -2.7496 -0.6156 -0.027 0.022 -0.008 0.583
S -3.0890 -3.3003 3.4711 0.027 -0.195 0.022 -0.344
C -2.3586 -1.8357 2.9121 -0.051 0.281 -0.056 -0.211
N -1.1556 -1.9184 2.4793 0.075 0.135 -0.284 0.245
C -0.7007 -3.2210 2.5620 0.170 -0.009 -0.040 -0.758
C 0.5703 -3.6340 2.1547 -0.110 -0.050 0.034 -0.327
C 0.8882 -4.9664 2.2754 -0.025 -0.075 0.020 -0.752
C -0.0397 -5.8849 2.7932 0.156 -0.002 -0.055 -0.451
C -1.2928 -5.4866 3.1997 -0.118 0.003 0.056 -0.502
C -1.6188 -4.1367 3.0811 -0.012 -0.031 0.004 0.930
H -2.8921 -0.8947 2.9156 -0.080 -0.011 0.041 0.431
H 1.2605 -2.9030 1.7550 0.009 0.038 0.010 0.572
H 1.8615 -5.3187 1.9592 0.005 0.001 -0.004 0.410
H 0.2352 -6.9294 2.8665 -0.007 -0.011 0.003 0.355
H -2.0017 -6.2056 3.5881 -0.023 0.013 0.000 0.375
C -1.5661 2.7158 4.3028 0.055 0.113 -0.037 -1.077
S -1.4787 2.5644 2.5100 0.060 -0.193 0.200 0.452
C 0.2251 3.0633 2.2941 0.083 -0.014 -0.033 -0.452
O -1.4940 1.0858 2.2636 -0.150 0.072 -0.199 -0.445
H -1.5402 3.7690 4.5828 0.023 0.016 -0.010 0.393
H -0.7433 2.1708 4.7623 0.045 -0.044 -0.069 0.290
H -2.5142 2.2796 4.6096 -0.034 -0.002 -0.035 0.373
H 0.3751 4.1045 2.5791 -0.102 0.013 0.051 0.564
H 0.4501 2.9435 1.2351 -0.013 0.005 -0.025 -0.017
H 0.8635 2.3950 2.8722 -0.008 0.020 0.031 0.020
```
Forces are in eV/Å.

=====

3.
This record from the Open Molecules 2025 dataset describes C32H30AsBr2N6O2S4Tl as an isolated structure. The level of theory is the ωB97M-V functional and the def2-TZVPD basis.

The value obtained for the molecular weight is 1098.01 g mol⁻¹. Its net charge is -2. For the HOMO energy, the calculation gives -0.515 eV. As for the lowest unoccupied orbital energy: 0.115 Ha. The calculation puts the relative energy (zero: lowest compared OMol25 entry of this formula, charge and spin) at 0.00 kcal/mol. As for the electronic energy: -10865.58417 Eh.

Geometry as XYZ:
```
78
Properties=species:S:1:pos:R:3:forces:R:3:mulliken_charge:R:1
Tl -0.3759 -0.9532 -0.1087 -0.029 0.099 -1.163 0.499
C 2.1974 1.9977 1.3145 -0.102 -0.086 0.049 -1.525
N 0.8190 2.1982 0.9039 0.179 0.109 0.105 0.873
C 0.0580 2.9563 1.8687 -0.095 -0.022 0.013 -1.348
C -1.4044 2.5895 2.0246 -0.148 -0.024 0.012 0.801
C -2.1839 3.3107 2.9327 -0.018 0.005 0.019 -1.027
C -3.4923 2.9213 3.1458 -0.048 -0.058 -0.052 -0.314
C -3.9965 1.8357 2.4370 0.051 0.047 0.023 -0.885
C -3.1567 1.2014 1.5353 -0.013 -0.029 0.060 -0.284
N -1.8921 1.5714 1.3376 0.070 -0.010 -0.085 0.250
C 0.7071 2.7906 -0.4288 -0.185 -0.272 -0.090 -0.766
C 1.6625 2.1768 -1.4211 0.026 -0.052 -0.069 0.266
C 2.4692 2.9624 -2.2329 0.005 0.025 -0.076 -0.868
C 3.3441 2.3312 -3.1100 0.023 -0.015 0.005 -0.404
C 3.3957 0.9492 -3.1355 -0.093 -0.003 0.021 -0.979
C 2.5473 0.2435 -2.2885 -0.159 0.015 0.040 -0.312
N 1.7005 0.8498 -1.4564 0.017 -0.149 -0.131 0.646
C 2.8008 0.6192 1.1140 0.223 -0.142 0.024 0.838
C 4.1875 0.5466 1.0510 0.106 0.029 -0.054 -1.050
C 4.8023 -0.6932 0.9699 -0.023 0.044 0.064 -0.593
C 4.0121 -1.8265 0.9840 0.073 -0.021 -0.003 -1.089
C 2.6366 -1.6598 1.0513 -0.106 -0.013 0.030 -0.711
N 2.0389 -0.4703 1.1010 0.286 0.133 0.384 0.885
H 2.2688 2.1870 2.3895 -0.004 0.040 0.004 0.797
H 2.8649 2.7194 0.8270 0.079 0.083 0.034 0.242
H 0.1027 4.0401 1.6567 0.053 0.064 0.048 0.323
H 0.5056 2.8165 2.8546 -0.008 -0.002 0.029 0.368
H -1.7640 4.1575 3.4653 0.027 -0.035 -0.006 0.417
H -4.1143 3.4545 3.8558 0.002 -0.003 -0.015 0.386
H -5.0144 1.4930 2.5706 0.019 0.009 -0.006 0.436
H -3.5033 0.3549 0.9482 0.034 0.039 -0.019 0.411
H 0.8930 3.8774 -0.3910 0.006 0.062 0.048 0.335
H -0.3195 2.6345 -0.7753 -0.006 0.028 -0.012 0.329
H 2.4036 4.0441 -2.1912 0.018 -0.026 0.036 0.407
H 3.9799 2.9182 -3.7640 -0.025 -0.001 0.007 0.365
H 4.0425 0.4052 -3.8108 -0.025 0.005 0.018 0.453
H 2.5446 -0.8412 -2.2776 -0.093 -0.105 -0.102 0.319
H 4.7764 1.4575 1.0403 -0.021 -0.010 -0.014 0.410
H 5.8812 -0.7647 0.8977 -0.008 -0.018 -0.021 0.373
H 4.4379 -2.8184 0.9140 -0.058 0.012 -0.032 0.469
H 1.9784 -2.5208 1.0426 0.075 0.026 -0.012 0.659
S -1.0015 -4.6225 -3.8941 -0.198 -0.136 0.226 -0.688
As 0.3877 -3.0629 -3.3719 -0.069 -0.095 -0.534 0.442
S 0.9843 -3.3398 -1.2715 0.190 0.408 0.432 -0.446
S -0.6133 -1.1308 -3.5447 0.338 0.268 0.380 -0.507
S 2.1816 -3.0663 -4.5579 0.004 0.079 0.115 -0.702
Br -4.0329 0.7309 -2.1332 0.005 0.050 -0.042 -0.179
C -3.6504 -1.1408 -2.4859 -0.091 0.042 0.099 0.366
Br -4.4611 -2.2848 -1.1624 -0.084 0.134 -0.015 -0.079
H -2.5585 -1.2655 -2.4845 -0.083 -0.047 -0.032 -0.737
H -4.0676 -1.3851 -3.4508 -0.044 -0.027 -0.060 0.420
O -4.2450 -6.3399 -1.2795 0.043 0.166 0.242 -0.487
C -4.6069 -5.8711 -0.0715 0.126 -0.097 -0.503 0.773
O -5.6382 -6.2509 0.4200 -0.203 -0.040 0.251 -0.636
C -3.6883 -4.9013 0.5927 0.151 0.094 0.379 0.715
C -2.3879 -4.6611 0.1680 -0.002 -0.400 -0.132 -0.616
C -1.5794 -3.7809 0.8544 0.227 0.130 0.502 -0.387
C -2.0453 -3.0941 1.9743 -0.103 -0.445 -0.422 -0.113
C -3.3693 -3.3012 2.3784 0.072 0.288 0.135 -0.243
C -4.1663 -4.2079 1.7060 -0.097 -0.110 -0.062 -1.047
N -1.1187 -2.2124 2.5763 0.226 0.285 0.015 0.121
C -1.2372 -1.9140 3.7937 -0.634 -0.545 0.288 -0.564
C -0.3960 -1.0075 4.5905 0.224 0.246 0.254 0.559
C -0.7912 -0.7587 5.9071 -0.169 -0.073 -0.002 -0.910
C -0.0262 0.0693 6.7063 0.089 0.067 0.046 -0.307
C 1.1353 0.6147 6.1819 -0.131 -0.156 -0.037 -0.942
C 1.4610 0.2883 4.8711 0.079 0.098 -0.080 -0.022
N 0.7164 -0.4800 4.0904 0.157 -0.093 -0.269 0.061
H -3.4577 -5.8810 -1.6116 0.067 0.040 -0.215 0.309
H -1.9563 -5.1569 -0.6969 0.097 0.111 -0.083 0.189
H -0.5583 -3.6230 0.5141 -0.165 -0.156 -0.087 0.561
H -3.7943 -2.7205 3.1891 0.000 -0.025 0.029 0.361
H -5.1879 -4.3858 2.0171 0.009 0.041 0.003 0.362
H -2.0244 -2.3882 4.3917 -0.096 0.054 0.110 0.379
H -1.6947 -1.2196 6.2882 0.012 0.028 0.001 0.365
H -0.3190 0.2759 7.7282 -0.036 -0.001 -0.005 0.413
H 1.7768 1.2545 6.7713 0.031 0.020 -0.008 0.407
H 2.3822 0.6594 4.4282 -0.048 0.018 -0.034 0.406
```
Forces are in eV/Å.